Record 1
A 3-piece molecular cluster, C3H11NO3S overall at a distorted geometry. Source: the OMol25 dataset; level of theory: ωB97M-V/def2-TZVPD.

Structure (XYZ):
```
19
C3H11NO3S, DFT ωB97M-V/def2-TZVPD
C -1.408 -0.421 0.230
C -2.729 0.103 -0.367
S -4.365 -0.078 0.613
N -0.327 -0.436 -0.713
C 0.836 -1.111 -0.131
O 1.742 -0.136 0.281
H -1.335 0.179 1.170
H -1.602 -1.471 0.406
H -2.960 -0.242 -1.391
H -2.591 1.158 -0.584
H -0.103 0.549 -0.807
H 1.297 -1.769 -0.825
H 0.366 -1.754 0.606
H 4.181 0.448 -0.672
H 3.029 -0.358 0.021
O 4.084 -0.458 -0.397
H 1.162 1.318 0.673
H -0.091 2.283 0.987
O 0.814 2.195 0.901
```

Computed properties:
**Charge**: -2
**Energy relative to the best compared isomer or geometry (same formula, charge and spin)**: 22.3 kcal/mol
**Electronic energy**: -799.515064 a.u.
**Orbital gap**: 0.2189 Eh
**HOMO**: 0.0 eV

---

Record 2
C17H17FeIN5OS as an isolated structure. Source: the OMol25 dataset; level of theory: ωB97M-V/def2-TZVPD.

Structure (XYZ):
```
43
C17H17FeIN5OS, DFT ωB97M-V/def2-TZVPD
Fe -0.363 0.078 0.413
O -0.342 0.110 2.176
C -0.223 1.189 2.988
C -0.369 0.943 4.353
C -0.255 1.971 5.265
C 0.001 3.271 4.834
C 0.136 3.521 3.488
C 0.031 2.493 2.541
C 0.158 2.781 1.124
N -0.016 1.913 0.132
C 0.190 2.574 -1.067
C 0.487 3.864 -0.789
N 0.460 3.976 0.581
H -0.579 -0.067 4.678
H -0.371 1.763 6.320
H 0.085 4.079 5.547
H 0.321 4.538 3.167
H 0.122 2.079 -2.021
H 0.715 4.695 -1.432
H 0.662 4.816 1.098
S 1.722 -0.381 -0.172
C 2.191 -1.761 0.760
N 1.740 -2.050 1.968
C 2.406 -3.234 2.533
C 3.465 -3.564 1.456
N 3.122 -2.618 0.382
H 1.021 -1.500 2.418
H 1.692 -4.043 2.676
H 2.858 -2.991 3.492
H 3.391 -4.587 1.098
H 4.480 -3.383 1.804
H 3.648 -2.514 -0.471
I -1.568 -2.543 0.497
C -2.940 -0.988 0.257
C -4.304 -1.153 0.207
C -5.073 -0.007 0.038
C -4.454 1.229 -0.077
C -3.077 1.297 -0.017
N -2.329 0.194 0.148
H -4.752 -2.133 0.295
H -6.151 -0.086 -0.005
H -5.030 2.133 -0.212
H -2.542 2.232 -0.106
```

Computed properties:
**Charge**: +2
**Energy relative to the best compared isomer or geometry (same formula, charge and spin)**: 0.0 kcal/mol
**Electronic energy**: -2966.151227 a.u.
**Multiplicity**: 2
**Orbital gap (spin up / spin down)**: 0.2399 / 0.2527 Eh
**HOMO (spin up / spin down)**: -14.0 / -14.1 eV

---

Record 3
A 4-piece molecular cluster, C38H46Br2NO16 overall at a distorted geometry. Source: the OMol25 dataset; level of theory: ωB97M-V/def2-TZVPD.

Structure (XYZ):
```
103
C38H46Br2NO16, DFT ωB97M-V/def2-TZVPD
C -2.294 7.431 -5.415
C -3.551 7.246 -6.450
C -3.201 6.443 -7.836
C -2.691 4.898 -7.638
C -3.409 4.100 -6.378
C -2.231 3.817 -5.273
C -2.757 3.563 -3.742
C -1.785 2.409 -3.086
C -2.578 1.164 -2.373
C -3.724 0.328 -3.191
C -4.659 0.690 -4.487
C -4.673 -0.440 -5.676
O -5.644 -0.298 -6.621
O -3.783 -1.605 -5.793
C -2.957 -1.564 -7.008
C -2.740 -0.288 -8.012
O -2.275 -2.697 -7.318
N -3.797 -0.871 -2.470
Br -4.898 -2.370 -2.702
C -2.826 -1.022 -1.280
C -1.580 -0.090 -1.893
Br -1.241 -1.002 -3.665
O -0.441 0.219 -1.015
C 0.632 -0.765 -1.232
C 1.763 -0.789 0.000
C 2.965 -1.807 -0.563
C 2.438 -3.378 -0.691
H -2.105 8.598 -5.281
H -1.310 6.875 -5.720
H -2.587 7.032 -4.331
H -4.471 6.815 -5.850
H -3.881 8.345 -6.778
H -4.083 6.452 -8.622
H -2.296 7.031 -8.344
H -1.524 4.964 -7.396
H -2.753 4.237 -8.627
H -4.369 4.623 -5.963
H -3.728 3.039 -6.822
H -1.508 4.760 -5.226
H -1.585 2.910 -5.703
H -2.567 4.582 -3.150
H -3.905 3.347 -3.639
H -1.177 2.955 -2.216
H -0.955 2.000 -3.825
H -2.975 1.650 -1.374
H -4.438 1.722 -4.993
H -5.781 0.761 -4.085
H -1.577 -0.267 -8.281
H -3.001 0.758 -7.559
H -3.288 -0.528 -9.030
H -3.179 -0.468 -0.288
H -2.493 -2.102 -0.973
H 0.163 -1.853 -1.227
H 1.277 -0.559 -2.215
H 2.292 0.270 0.102
H 1.331 -1.199 1.008
H 3.209 -1.464 -1.678
H 3.946 -1.750 0.071
H 1.838 -3.418 -1.721
H 1.661 -3.657 0.143
H 3.319 -4.141 -0.795
C 1.497 -3.284 5.895
C 1.188 -3.849 4.726
C 0.445 -3.097 3.676
O 0.192 -3.636 2.605
C 0.035 -1.717 3.977
C 0.341 -1.153 5.147
C 1.108 -1.896 6.186
O 1.390 -1.345 7.245
O -0.043 0.143 5.437
O 1.548 -5.154 4.447
H 2.038 -3.818 6.666
H -0.519 -1.188 3.212
H 0.297 0.320 6.341
H 1.212 -5.329 3.540
C 3.059 -8.519 8.457
C 3.059 -7.676 7.423
C 3.427 -6.243 7.593
O 3.437 -5.497 6.620
C 3.766 -5.775 8.946
C 3.762 -6.617 9.980
C 3.421 -8.056 9.805
O 3.444 -8.810 10.772
O 4.077 -6.183 11.255
O 2.717 -8.104 6.153
H 2.795 -9.564 8.347
H 4.015 -4.727 9.058
H 4.005 -6.978 11.827
H 2.795 -7.310 5.580
C 3.740 1.529 4.967
C 4.414 2.429 5.686
C 4.705 3.787 5.150
O 5.310 4.599 5.842
C 4.251 4.102 3.787
C 3.580 3.201 3.066
C 3.265 1.853 3.612
O 2.631 1.053 2.933
O 3.153 3.490 1.783
O 4.865 2.131 6.959
H 3.519 0.539 5.345
H 4.485 5.087 3.403
H 2.692 2.679 1.473
H 5.321 2.943 7.271
```

Computed properties:
**Charge**: +1
**Electronic energy**: -7881.463180 a.u.
**Orbital gap**: 0.2271 Eh
**HOMO**: -11.0 eV

---

Record 4
One molecule with the formula C5H9NO. Source: the OMol25 dataset; level of theory: ωB97M-V/def2-TZVPD.

Structure (XYZ):
```
16
C5H9NO, DFT ωB97M-V/def2-TZVPD
C -1.147 -0.774 0.907
C -1.219 0.172 -0.280
N -0.586 1.493 -0.151
C -0.017 0.521 -1.079
C 1.336 -0.042 -0.691
C 1.547 -0.268 0.800
O 2.026 -1.292 1.237
H -1.398 -0.259 1.843
H -1.811 -1.621 0.743
H -0.172 -1.243 1.038
H -2.166 0.146 -0.822
H -1.120 2.196 -0.654
H -0.148 0.704 -2.150
H 2.119 0.672 -0.985
H 1.509 -0.993 -1.210
H 1.246 0.586 1.454
```

Computed properties:
**Energy relative to the best compared isomer or geometry (same formula, charge and spin)**: 53.5 kcal/mol
**Electronic energy**: -325.852272 a.u.
**SMILES**: C[C@H]1N[C@H]1CC=O
**Orbital gap**: 0.3841 Eh
**HOMO**: -9.5 eV

---

Record 5
One molecule with the formula C7H10 at a distorted geometry. Source: the OMol25 dataset; level of theory: ωB97M-V/def2-TZVPD.

Structure (XYZ):
```
17
C7H10, DFT ωB97M-V/def2-TZVPD
C -0.426 1.547 -1.039
C -0.905 0.145 -0.720
C -2.189 -0.218 -0.543
C 0.647 -1.758 -0.479
C 0.277 -0.548 -0.188
C 0.938 0.233 1.018
C 1.747 -0.247 1.986
H -0.687 1.854 -2.044
H -0.903 2.336 -0.407
H 0.678 1.623 -0.967
H -2.373 -1.224 -0.212
H -2.776 0.405 -1.146
H 1.092 -2.305 0.278
H 0.493 -2.280 -1.519
H 0.539 1.240 1.104
H 1.410 0.301 2.802
H 2.439 -1.105 2.077
```

Computed properties:
**Energy relative to the best compared isomer or geometry (same formula, charge and spin)**: 92.9 kcal/mol
**Electronic energy**: -272.570006 a.u.
**SMILES**: C=CC(=C)C(=C)C
**Orbital gap**: 0.3330 Eh
**HOMO**: -8.5 eV

---

Record 6
C48H61AsINiO4SSe as an isolated structure at a distorted geometry. Source: the OMol25 dataset; level of theory: ωB97M-V/def2-TZVPD.

Structure (XYZ):
```
118
C48H61AsINiO4SSe, DFT ωB97M-V/def2-TZVPD
Ni 0.184 0.123 1.678
C -4.991 -0.986 -3.917
C -5.482 0.110 -2.918
C -6.589 -0.535 -2.006
C -6.040 1.280 -3.740
C -4.374 0.568 -1.945
C -3.851 -0.363 -1.081
C -2.734 -0.062 -0.256
Se -2.214 -1.338 0.988
C -1.150 -2.434 -0.194
C -1.779 -3.403 -0.984
C -1.113 -4.114 -1.942
C 0.292 -4.018 -1.955
C 0.986 -3.144 -1.161
C 0.249 -2.208 -0.281
O 0.838 -1.226 0.321
C 2.501 -3.103 -1.154
C 3.120 -4.099 -2.214
C 3.097 -1.697 -1.418
C 2.954 -3.656 0.221
C -1.887 -5.010 -2.953
C -3.409 -4.858 -2.934
C -1.551 -6.486 -2.653
C -1.335 -4.638 -4.345
C -1.995 1.184 -0.402
O -0.749 1.290 -0.088
C -2.834 2.236 -1.084
C -3.882 1.901 -1.914
C -2.530 3.760 -0.908
C -1.485 4.158 -2.016
C -3.832 4.589 -1.103
C -1.990 4.122 0.482
H -5.840 -1.474 -4.356
H -4.419 -1.764 -3.397
H -4.372 -0.623 -4.693
H -7.507 -0.741 -2.506
H -6.848 0.049 -1.104
H -6.319 -1.530 -1.500
H -6.922 0.948 -4.264
H -5.381 1.641 -4.496
H -6.409 2.099 -3.103
H -4.209 -1.380 -0.990
H -2.850 -3.514 -0.825
H 0.860 -4.726 -2.559
H 2.872 -3.896 -3.249
H 2.909 -5.171 -1.989
H 4.206 -3.970 -2.197
H 2.844 -1.282 -2.408
H 4.175 -1.745 -1.340
H 2.697 -0.933 -0.728
H 2.540 -4.611 0.449
H 2.573 -3.029 1.022
H 4.032 -3.680 0.311
H -3.826 -5.369 -2.047
H -3.797 -5.326 -3.843
H -3.709 -3.815 -2.907
H -1.670 -6.809 -1.607
H -0.516 -6.672 -2.894
H -2.061 -7.186 -3.318
H -1.207 -3.562 -4.387
H -1.982 -4.948 -5.163
H -0.358 -5.063 -4.528
H -4.447 2.670 -2.502
H -1.732 3.914 -3.033
H -0.557 3.632 -1.796
H -1.327 5.258 -2.046
H -4.283 4.496 -2.062
H -3.593 5.624 -0.845
H -4.557 4.255 -0.368
H -1.190 3.474 0.784
H -2.732 4.015 1.246
H -1.759 5.183 0.490
I -0.395 2.245 3.395
C -1.937 -0.591 4.701
S -0.158 -1.032 4.581
C -0.344 -2.719 5.099
O 0.341 -1.249 3.061
H -2.397 -1.151 3.905
H -2.045 0.508 4.553
H -2.335 -0.907 5.647
H -0.865 -2.675 6.072
H 0.687 -3.076 5.162
H -0.944 -3.259 4.437
O 2.094 0.806 1.392
As 3.142 2.057 1.905
C 4.835 1.192 1.848
C 4.792 -0.114 2.232
C 5.897 -0.898 2.197
C 7.092 -0.400 1.775
C 7.161 0.908 1.318
C 6.032 1.738 1.403
C 3.080 3.578 0.762
C 3.994 4.662 0.853
C 3.955 5.636 -0.115
C 3.032 5.562 -1.146
C 2.021 4.620 -1.115
C 2.003 3.608 -0.142
C 2.942 2.636 3.782
C 2.868 1.617 4.750
C 2.995 1.975 6.087
C 3.348 3.286 6.419
C 3.330 4.296 5.462
C 3.185 3.973 4.129
H 3.819 -0.594 2.388
H 5.837 -1.921 2.532
H 7.996 -0.975 1.782
H 8.090 1.297 0.990
H 6.017 2.842 1.118
H 4.777 4.613 1.637
H 4.706 6.416 -0.030
H 3.058 6.325 -1.965
H 1.289 4.701 -1.890
H 1.268 2.790 -0.131
H 2.669 0.611 4.440
H 2.978 1.202 6.910
H 3.549 3.493 7.439
H 3.697 5.303 5.663
H 3.093 4.682 3.334
```

Computed properties:
**Charge**: -1
**Energy relative to the best compared isomer or geometry (same formula, charge and spin)**: 0.1 kcal/mol
**Electronic energy**: -9008.026326 a.u.
**Multiplicity**: 3
**Orbital gap (spin up / spin down)**: 0.2067 / 0.2075 Eh
**HOMO (spin up / spin down)**: -3.6 / -3.7 eV